Record 1
{"formula": "C13H27I3NO4P", "method": "ωB97M-V/def2-TZVPD", "fmax_ha_per_bohr": 0.04391, "energy_ha": -2101.5256, "total_charge": 0, "e_homo_ev": -8.358, "gap_ev": 7.9, "symbols": ["C", "C", "I", "C", "I", "C", "O", "C", "O", "I", "P", "N", "H", "H", "H", "H", "H", "H", "H", "C", "C", "O", "C", "C", "H", "H", "H", "H", "H", "H", "H", "H", "H", "H", "C", "C", "O", "C", "C", "H", "H", "H", "H", "H", "H", "H", "H", "H", "H"], "xyz": [[0.8121, 5.6307, 1.4814], [0.6508, 4.2857, 2.2189], [-0.4609, 4.3818, 4.0604], [1.1472, 3.1331, 1.7307], [0.7659, 1.3428, 2.8976], [1.9250, 3.0485, 0.3870], [2.9247, 4.0599, 0.2140], [3.0530, 4.4901, -1.0932], [4.1115, 4.4904, -1.5713], [1.4389, 5.2284, -2.3067], [2.8730, 1.3938, 0.3546], [3.9261, 1.2490, 1.5326], [1.8437, 6.0066, 1.6748], [0.0611, 6.3809, 1.7892], [0.7764, 5.4287, 0.3899], [1.1761, 2.9804, -0.4348], [3.5419, 1.3669, -0.9057], [1.9692, 0.2892, 0.3993], [3.8341, 2.1047, 2.0915], [-4.5823, -0.7612, 0.9240], [-3.0735, -0.6091, 1.0204], [-2.5453, -1.0088, 2.2728], [-2.7265, -2.3695, 2.6249], [-2.0470, -3.3367, 1.6694], [-5.0724, -0.2883, 1.7772], [-4.9530, -0.3053, 0.0043], [-4.8783, -1.8124, 0.9176], [-2.8182, 0.4468, 0.9082], [-2.5709, -1.1410, 0.2047], [-3.7924, -2.6004, 2.7270], [-2.2858, -2.4864, 3.6168], [-2.5307, -3.3381, 0.6905], [-2.0897, -4.3537, 2.0632], [-1.0025, -3.0583, 1.5169], [1.6759, -1.1632, -1.9793], [1.1710, -2.4437, -1.3353], [-0.1755, -2.7446, -1.6591], [-0.4527, -2.9736, -3.0306], [0.2880, -4.1684, -3.6068], [0.9844, -0.3385, -1.7907], [2.6582, -0.9016, -1.5840], [1.7702, -1.2695, -3.0620], [1.2023, -2.3286, -0.2496], [1.8227, -3.2894, -1.5784], [-0.2570, -2.0694, -3.6171], [-1.5263, -3.1601, -3.0945], [1.3620, -3.9803, -3.6694], [-0.0703, -4.3891, -4.6134], [0.1460, -5.0493, -2.9780]]}

***

Record 2
{"formula": "C13H27I3O11P2", "method": "ωB97M-V/def2-TZVPD", "fmax_ha_per_bohr": 0.13155, "energy_ha": -2914.9681, "total_charge": 0, "e_homo_ev": -9.514, "gap_ev": 8.8, "smiles": "C[C@@H](I)[C@H](I)COC(=O)CC(=O)I.COP(=O)(OC)OC.COP(=O)(OC)OC", "symbols": ["C", "C", "I", "C", "I", "C", "O", "C", "O", "C", "C", "O", "I", "H", "H", "H", "H", "H", "H", "H", "H", "H", "C", "O", "P", "O", "O", "C", "O", "C", "H", "H", "H", "H", "H", "H", "H", "H", "H", "C", "O", "P", "O", "O", "C", "O", "C", "H", "H", "H", "H", "H", "H", "H", "H", "H"], "xyz": [[-6.4643, -4.0729, -0.1402], [-5.0860, -3.7225, 0.4549], [-3.6239, -4.6113, -0.8494], [-4.8928, -2.2122, 0.6890], [-5.9265, -0.9636, -0.7435], [-3.4432, -1.7590, 0.8495], [-2.7509, -1.5047, -0.3751], [-1.8659, -0.4721, -0.2689], [-0.7897, -0.6211, 0.2154], [-2.3263, 0.8777, -0.8563], [-3.1613, 0.7532, -2.1367], [-3.9879, 1.5789, -2.3650], [-2.8828, -0.8384, -3.5549], [-6.5730, -5.1519, -0.0126], [-6.4916, -3.8948, -1.2114], [-7.2735, -3.5511, 0.3694], [-5.0402, -4.2422, 1.4101], [-5.3817, -1.9837, 1.6365], [-3.4780, -0.8112, 1.4018], [-2.9140, -2.4599, 1.5018], [-2.9326, 1.4066, -0.1228], [-1.4071, 1.4268, -1.0545], [1.4440, 2.8162, 0.2740], [0.7710, 4.0734, 0.0668], [1.6863, 5.2986, -0.5911], [2.5551, 5.6725, 0.5559], [0.3887, 6.2496, -0.7612], [-0.4583, 6.4992, 0.3564], [2.4670, 6.0616, -1.8286], [1.8856, 5.9979, -3.1474], [0.6931, 2.0717, 0.5319], [1.9420, 2.4975, -0.6416], [2.1684, 2.9111, 1.0824], [0.1045, 6.4919, 1.2898], [-1.2532, 5.7544, 0.3964], [-0.9054, 7.4820, 0.2209], [0.9797, 6.6019, -3.1935], [1.6591, 4.9691, -3.4274], [2.6101, 6.4022, -3.8505], [5.7000, -3.9662, -0.7483], [4.6192, -3.1584, -0.2509], [4.0139, -3.5785, 1.2425], [3.2651, -4.8230, 0.9228], [3.0867, -2.2566, 1.3013], [2.2032, -1.9577, 0.2201], [4.0689, -3.6710, 2.8909], [4.6756, -2.5822, 3.6161], [6.0963, -3.4837, -1.6389], [6.4980, -4.0483, -0.0108], [5.3347, -4.9595, -1.0099], [1.8376, -2.8644, -0.2617], [2.7156, -1.3304, -0.5106], [1.3582, -1.4069, 0.6189], [4.0430, -1.6959, 3.5713], [5.6651, -2.3506, 3.2216], [4.7742, -2.8879, 4.6552]]}

***

Record 3
{"formula": "C13H27NO13PS", "method": "ωB97M-V/def2-TZVPD", "fmax_ha_per_bohr": 0.03214, "energy_ha": -2284.0317, "total_charge": -1, "e_homo_ev": -5.653, "gap_ev": 8.2, "symbols": ["N", "C", "C", "C", "O", "S", "O", "O", "O", "C", "C", "O", "O", "P", "O", "O", "O", "H", "H", "H", "H", "H", "H", "H", "C", "O", "C", "C", "O", "C", "H", "H", "H", "H", "H", "H", "H", "H", "H", "H", "C", "O", "C", "C", "O", "C", "H", "H", "H", "H", "H", "H", "H", "H", "H", "H"], "xyz": [[-4.5298, 1.8322, -0.0511], [-3.4155, 1.5399, -0.5733], [-2.9478, 0.1143, -0.6511], [-2.5340, -0.3646, 0.7222], [-3.5524, -0.8234, 1.6179], [-2.7357, -0.9925, 2.9919], [-2.4250, 0.2813, 3.5568], [-3.4211, -1.9272, 3.8078], [-1.4473, -1.6194, 2.3333], [-1.4504, -1.4241, 0.8759], [-1.8316, -2.8276, 0.2181], [-2.1037, -2.6913, -0.9864], [-1.7806, -3.8169, 0.9551], [0.1459, -0.7951, 0.2830], [0.1579, 0.6715, 0.1196], [0.4806, -1.5121, -1.0918], [1.2730, -1.2505, 1.3246], [-4.6674, 2.8394, -0.0651], [-2.7702, 2.3292, -0.9624], [-3.7772, -0.4727, -1.0396], [-2.1172, 0.0187, -1.3388], [-2.0917, 0.5157, 1.2026], [1.0224, -2.3002, -0.9645], [2.0076, -0.6320, 1.2108], [1.7887, 2.7647, 6.0497], [2.8877, 3.5054, 5.5430], [4.0662, 2.7345, 5.3917], [4.2776, 2.2997, 3.9578], [3.2716, 1.4030, 3.5306], [2.2612, 2.0126, 2.7378], [0.8937, 3.3670, 5.9074], [1.6627, 1.8177, 5.5221], [1.9191, 2.5697, 7.1200], [4.0407, 1.8582, 6.0472], [4.9086, 3.3634, 5.6999], [5.2369, 1.7758, 3.8865], [4.3216, 3.1748, 3.3013], [2.6410, 2.2148, 1.7303], [1.9027, 2.9430, 3.1825], [1.4289, 1.3158, 2.6636], [1.0502, -1.8327, -6.8826], [1.2647, -1.9103, -5.4895], [0.8030, -0.7638, -4.7839], [-0.5395, -0.9956, -4.1307], [-1.5695, -1.1860, -5.0917], [-1.9242, -2.5478, -5.2559], [1.2135, -2.8270, -7.2969], [0.0309, -1.5156, -7.1161], [1.7602, -1.1360, -7.3455], [0.7534, 0.1008, -5.4545], [1.5384, -0.5458, -4.0039], [-0.8007, -0.1097, -3.5451], [-0.4930, -1.8417, -3.4425], [-2.5044, -2.8991, -4.3973], [-1.0425, -3.1823, -5.3768], [-2.5382, -2.6205, -6.1538]]}

***

Record 4
{"formula": "C13H27O11P3", "method": "ωB97M-V/def2-TZVPD", "fmax_ha_per_bohr": 0.15962, "energy_ha": -2363.1255, "total_charge": 0, "e_homo_ev": -8.606, "gap_ev": 6.9, "smiles": "CC1=C(P(C)C)C(=O)OC1=O.COP(=O)(OC)OC.COP(=O)(OC)OC", "symbols": ["C", "C", "C", "P", "C", "C", "C", "O", "O", "C", "O", "H", "H", "H", "H", "H", "H", "H", "H", "H", "C", "O", "P", "O", "O", "C", "O", "C", "H", "H", "H", "H", "H", "H", "H", "H", "H", "C", "O", "P", "O", "O", "C", "O", "C", "H", "H", "H", "H", "H", "H", "H", "H", "H"], "xyz": [[-0.6615, -4.3081, 1.0235], [0.2622, -3.1612, 0.6159], [-0.1930, -1.9750, 0.1336], [-1.9132, -1.3897, -0.2000], [-2.8299, -1.0070, 1.3772], [-2.7264, -2.8235, -1.1208], [1.1190, -1.2132, -0.1091], [1.2138, -0.0578, -0.1590], [2.1179, -2.1853, -0.2891], [1.8225, -3.1503, 0.6634], [2.5304, -3.8031, 1.3030], [-1.6291, -3.8969, 1.3721], [-0.2041, -4.8541, 1.8731], [-0.8513, -5.0006, 0.1813], [-3.8873, -1.3092, 1.2163], [-2.4494, -1.5103, 2.2842], [-2.8224, 0.0875, 1.5350], [-2.9198, -2.4336, -2.1380], [-1.9930, -3.6449, -1.2520], [-3.6414, -3.1875, -0.6237], [0.2072, 2.7820, -5.9150], [-0.0237, 1.7249, -4.9929], [1.2253, 0.6218, -4.7421], [2.3799, 1.5828, -4.8477], [0.9344, -0.1309, -6.1619], [-0.4073, -0.5108, -6.4809], [2.1247, -0.7085, -4.2342], [2.8852, -0.5454, -3.0318], [-0.7647, 3.1920, -6.1890], [0.7985, 3.5659, -5.4448], [0.7079, 2.4177, -6.8135], [-0.8094, 0.1854, -7.2184], [-1.0542, -0.5111, -5.6037], [-0.3963, -1.5108, -6.9142], [2.2981, -0.0375, -2.2710], [3.7937, 0.0187, -3.2391], [3.1638, -1.5320, -2.6648], [-2.0003, 3.0398, 5.5734], [-0.9873, 3.3521, 4.6260], [0.1530, 2.1608, 4.2807], [-0.7607, 0.9640, 4.3676], [0.9461, 2.4183, 5.6829], [1.2873, 3.7592, 6.0500], [1.4933, 1.3390, 3.6831], [1.3061, 0.6260, 2.4568], [-2.4366, 3.9818, 5.9045], [-2.7781, 2.4386, 5.1052], [-1.5843, 2.5157, 6.4353], [0.6047, 4.1001, 6.8297], [1.2308, 4.4441, 5.2044], [2.3023, 3.7678, 6.4461], [0.7451, 1.2226, 1.7430], [0.7856, -0.3134, 2.6505], [2.2856, 0.4030, 2.0389]]}

***

Record 5
{"formula": "C13H28AsF6K2N6O18S2", "method": "ωB97M-V/def2-TZVPD", "fmax_ha_per_bohr": 0.02367, "energy_ha": -7025.7052, "total_charge": 1, "e_homo_ev": -10.491, "gap_ev": 6.2, "de_lowest_kj_mol": 0.0, "symbols": ["K", "K", "As", "F", "F", "F", "F", "F", "F", "C", "N", "O", "O", "H", "H", "H", "C", "N", "O", "O", "H", "H", "H", "C", "N", "O", "O", "H", "H", "H", "C", "N", "O", "O", "H", "H", "H", "C", "N", "O", "O", "H", "H", "H", "C", "C", "O", "S", "O", "O", "O", "H", "H", "H", "H", "C", "C", "O", "S", "O", "O", "O", "H", "H", "H", "H", "N", "C", "C", "C", "C", "H", "H", "H", "H", "H"], "xyz": [[1.5165, -3.0328, 4.0177], [-2.8977, -4.9725, 1.4818], [-0.1532, -1.5090, 0.2803], [-1.2926, -0.9176, -0.8716], [0.7397, -0.0503, 0.1611], [1.0161, -2.1235, 1.4328], [-1.1272, -2.9578, 0.4509], [0.7398, -2.2286, -0.9645], [-1.0720, -0.8358, 1.5760], [-2.7665, 0.6192, 3.9575], [-3.2588, -0.5029, 4.7979], [-4.3196, -0.3536, 5.3452], [-2.5624, -1.5054, 4.8866], [-1.8232, 0.3202, 3.5152], [-2.6565, 1.4745, 4.6163], [-3.5019, 0.7748, 3.1746], [4.1803, -0.6232, 0.4756], [4.8355, -1.9358, 0.5871], [5.7898, -2.0184, 1.3249], [4.3732, -2.8475, -0.0774], [4.8230, -0.0057, -0.1480], [4.1856, -0.1464, 1.4552], [3.1844, -0.6673, 0.0616], [-2.7460, 2.0173, 0.5277], [-2.7436, 3.2074, -0.3651], [-1.7955, 3.3127, -1.1230], [-3.6330, 4.0099, -0.2342], [-2.3012, 2.3379, 1.4670], [-2.0573, 1.3134, 0.0694], [-3.7312, 1.5864, 0.6507], [1.4754, 3.3620, -1.0016], [2.7733, 3.0380, -0.3573], [3.7875, 3.1653, -1.0006], [2.7118, 2.6354, 0.7972], [0.9632, 4.1266, -0.4310], [0.9277, 2.4240, -0.9535], [1.6685, 3.6621, -2.0242], [-0.9664, -3.3964, -3.1700], [-0.8878, -4.7797, -2.6340], [-1.9264, -5.2910, -2.2461], [0.1915, -5.3267, -2.6469], [-1.3359, -3.4929, -4.1898], [0.0469, -3.0147, -3.2160], [-1.6132, -2.7908, -2.5490], [2.0966, -0.8073, -3.9381], [1.6636, 0.3042, -2.9968], [2.8303, 0.6298, -2.2559], [4.1001, 0.5272, -3.2273], [5.1714, -0.0655, -2.5311], [4.2817, 1.7521, -3.8984], [3.4526, -0.5191, -4.2428], [1.4722, -0.8055, -4.8323], [2.0173, -1.8040, -3.4986], [0.8867, 0.0251, -2.2918], [1.2832, 1.1735, -3.5414], [2.4520, 1.8567, 3.7353], [1.3710, 1.0035, 3.0942], [1.0038, 0.0742, 4.1405], [1.2730, 0.6742, 5.5957], [2.1901, -0.2239, 6.2061], [0.0657, 0.9945, 6.2506], [2.0073, 1.9803, 5.1105], [2.5563, 2.8393, 3.2964], [3.3879, 1.2972, 3.7647], [1.7413, 0.4126, 2.2604], [0.5168, 1.5791, 2.7381], [-3.3721, -0.0388, -2.2611], [-4.1695, -1.0135, -2.8075], [-5.4090, -0.4845, -2.9935], [-5.3622, 0.8763, -2.5769], [-4.1015, 1.1042, -2.1015], [-2.3980, -0.1069, -2.0266], [-3.7462, -1.9321, -3.1776], [-6.2487, -0.9678, -3.4634], [-6.1544, 1.5978, -2.6767], [-3.6198, 2.0066, -1.7600]]}

***

Repeat the fourth record exactly.
{"formula": "C13H27O11P3", "method": "ωB97M-V/def2-TZVPD", "fmax_ha_per_bohr": 0.15962, "energy_ha": -2363.1255, "total_charge": 0, "e_homo_ev": -8.606, "gap_ev": 6.9, "smiles": "CC1=C(P(C)C)C(=O)OC1=O.COP(=O)(OC)OC.COP(=O)(OC)OC", "symbols": ["C", "C", "C", "P", "C", "C", "C", "O", "O", "C", "O", "H", "H", "H", "H", "H", "H", "H", "H", "H", "C", "O", "P", "O", "O", "C", "O", "C", "H", "H", "H", "H", "H", "H", "H", "H", "H", "C", "O", "P", "O", "O", "C", "O", "C", "H", "H", "H", "H", "H", "H", "H", "H", "H"], "xyz": [[-0.6615, -4.3081, 1.0235], [0.2622, -3.1612, 0.6159], [-0.1930, -1.9750, 0.1336], [-1.9132, -1.3897, -0.2000], [-2.8299, -1.0070, 1.3772], [-2.7264, -2.8235, -1.1208], [1.1190, -1.2132, -0.1091], [1.2138, -0.0578, -0.1590], [2.1179, -2.1853, -0.2891], [1.8225, -3.1503, 0.6634], [2.5304, -3.8031, 1.3030], [-1.6291, -3.8969, 1.3721], [-0.2041, -4.8541, 1.8731], [-0.8513, -5.0006, 0.1813], [-3.8873, -1.3092, 1.2163], [-2.4494, -1.5103, 2.2842], [-2.8224, 0.0875, 1.5350], [-2.9198, -2.4336, -2.1380], [-1.9930, -3.6449, -1.2520], [-3.6414, -3.1875, -0.6237], [0.2072, 2.7820, -5.9150], [-0.0237, 1.7249, -4.9929], [1.2253, 0.6218, -4.7421], [2.3799, 1.5828, -4.8477], [0.9344, -0.1309, -6.1619], [-0.4073, -0.5108, -6.4809], [2.1247, -0.7085, -4.2342], [2.8852, -0.5454, -3.0318], [-0.7647, 3.1920, -6.1890], [0.7985, 3.5659, -5.4448], [0.7079, 2.4177, -6.8135], [-0.8094, 0.1854, -7.2184], [-1.0542, -0.5111, -5.6037], [-0.3963, -1.5108, -6.9142], [2.2981, -0.0375, -2.2710], [3.7937, 0.0187, -3.2391], [3.1638, -1.5320, -2.6648], [-2.0003, 3.0398, 5.5734], [-0.9873, 3.3521, 4.6260], [0.1530, 2.1608, 4.2807], [-0.7607, 0.9640, 4.3676], [0.9461, 2.4183, 5.6829], [1.2873, 3.7592, 6.0500], [1.4933, 1.3390, 3.6831], [1.3061, 0.6260, 2.4568], [-2.4366, 3.9818, 5.9045], [-2.7781, 2.4386, 5.1052], [-1.5843, 2.5157, 6.4353], [0.6047, 4.1001, 6.8297], [1.2308, 4.4441, 5.2044], [2.3023, 3.7678, 6.4461], [0.7451, 1.2226, 1.7430], [0.7856, -0.3134, 2.6505], [2.2856, 0.4030, 2.0389]]}